[1]
Here is C32H41Br69INOPS as an isolated structure at a distorted geometry from the Open Molecules 2025 dataset. Energies are from wB97M-V/def2-TZVPD.

Output
⟨S²⟩	0.754
highest occupied orbital energy (spin up / spin down)	-8.6 / -8.6	eV
2S+1	2
total charge	0
orbital gap (spin up / spin down)	0.297 / 0.297	Ha
LUMO energy (spin up / spin down)	-0.0198 / -0.0198	Ha
strongest force on any atom	0.056	Eh/bohr

```
147
Properties=species:S:1:pos:R:3:lowdin_charge:R:1
C -0.41310 -3.15514 -0.79343 -0.06
C -0.18001 -2.70421 -2.27536 -0.45
C 0.71872 -3.81967 -2.95679 -0.09
C 0.62283 -1.38917 -2.41826 -0.24
C -0.22460 -0.15825 -1.94915 -0.85
I 0.54253 1.55197 -3.12043 0.86
P 0.14573 0.33663 -0.16106 0.34
S -0.94942 1.87126 0.39928 0.13
C -1.76257 -0.22370 -2.23447 -0.23
C -2.36687 -1.59105 -2.68080 -0.43
C -3.25906 -1.28581 -3.95215 -0.06
C -3.40909 -2.08689 -1.60611 -0.08
N -1.39612 -2.62449 -3.10597 -0.10
O -1.93168 -3.79982 -3.13787 -0.13
H -0.90135 -2.40215 -0.15294 0.02
H 0.57341 -3.41631 -0.33844 0.01
H -0.99743 -4.09462 -0.77303 0.07
H 0.60821 -3.67734 -4.05220 0.07
H 0.36870 -4.82755 -2.71261 0.01
H 1.78295 -3.65314 -2.72267 0.07
H 1.02660 -1.23917 -3.42686 0.03
H 1.49567 -1.45575 -1.73043 0.11
H -0.02509 -0.75764 0.72886 -0.12
H 1.51186 0.76685 -0.15986 -0.03
H -2.29397 0.09002 -1.31346 0.07
H -2.02372 0.52564 -2.98609 0.00
H -4.08028 -0.56283 -3.73721 -0.02
H -2.58022 -0.97473 -4.76666 0.09
H -3.70488 -2.25077 -4.27067 0.08
H -2.95750 -2.24673 -0.61479 0.01
H -4.10702 -1.22862 -1.48666 0.08
H -4.02311 -2.93238 -1.96557 -0.03
C -4.05073 3.07309 1.39472 -1.63
Br -5.60999 3.11738 0.24562 0.58
Br -2.91659 4.61349 1.13404 0.53
Br -4.52858 2.87101 3.25956 0.54
H -3.47150 2.20245 1.11582 -0.18
C 1.61688 3.25072 3.93655 -1.58
Br 0.28153 3.84480 5.19955 0.55
Br 1.32075 1.41535 3.39565 0.53
Br 1.71894 4.43088 2.40925 0.53
H 2.57477 3.28890 4.43891 -0.03
C -3.12190 -1.87278 2.64748 -1.53
Br -3.79644 -0.36257 1.64435 0.65
Br -3.70272 -3.55181 1.88576 0.57
Br -1.19799 -1.79284 2.85409 0.60
H -3.55089 -1.81440 3.64011 -0.03
C 3.77161 4.99071 -1.39455 -1.60
Br 3.28869 3.20391 -0.83542 0.50
Br 4.01982 5.09718 -3.31081 0.56
Br 2.50581 6.30932 -0.76021 0.57
H 4.72527 5.22023 -0.93716 -0.03
C -2.41532 3.13431 8.56337 -1.61
Br -4.02401 2.51744 9.44382 0.57
Br -2.79372 4.50037 7.24769 0.52
Br -1.07958 3.72732 9.82921 0.56
H -1.99774 2.28719 8.03377 -0.03
C -6.05361 -5.85354 -2.18887 -1.61
Br -6.55246 -5.49766 -0.35591 0.55
Br -4.28445 -5.17949 -2.56812 0.72
Br -6.23532 -7.72645 -2.63903 0.56
H -6.74567 -5.30900 -2.81822 -0.13
C -9.68885 -5.47124 2.03054 -1.63
Br -11.19984 -6.10664 3.05763 0.57
Br -10.22434 -4.18609 0.68637 0.55
Br -8.28756 -4.77433 3.16933 0.54
H -9.27720 -6.32591 1.50794 -0.04
C -5.80714 2.33528 -3.63916 -1.57
Br -6.54218 3.73915 -4.74847 0.57
Br -6.18723 0.58208 -4.37805 0.59
Br -3.92944 2.62259 -3.29922 0.60
H -6.31000 2.39077 -2.68175 -0.07
C 4.05495 -2.13098 3.01908 -1.59
Br 2.47772 -2.00726 1.90604 0.54
Br 5.27718 -0.66896 2.69064 0.58
Br 3.59212 -2.27498 4.89122 0.59
H 4.56782 -3.04390 2.74491 -0.03
C 4.01561 -0.59531 -5.33212 -1.62
Br 5.66970 -0.91821 -6.28253 0.58
Br 2.76549 -2.05241 -5.55952 0.61
Br 4.33109 -0.19536 -3.46578 0.57
H 3.55677 0.28961 -5.76994 -0.17
C 0.63653 -7.19778 -0.14277 -1.57
Br -0.92085 -7.23176 -1.29121 0.60
Br 1.76303 -5.66966 -0.51810 0.68
Br 0.14943 -7.28441 1.72739 0.57
H 1.21693 -8.08412 -0.36354 -0.03
C 2.79282 1.19704 -8.93329 -1.56
Br 2.18302 1.51830 -7.12429 0.63
Br 4.57822 1.88620 -9.21222 0.59
Br 2.65970 -0.66971 -9.41687 0.59
H 2.13199 1.74629 -9.59214 -0.03
C 4.02226 5.70893 -9.83447 -1.63
Br 2.47708 5.71577 -10.99878 0.56
Br 5.15981 7.24080 -10.14452 0.55
Br 3.51584 5.55460 -7.97467 0.55
H 4.60017 4.82682 -10.07963 -0.07
C 5.16555 -2.56264 8.54715 -1.64
Br 3.44225 -3.29410 9.03735 0.56
Br 5.83322 -1.34234 9.89064 0.55
Br 6.44620 -3.95501 8.14272 0.56
H 5.02210 -1.98987 7.63940 -0.07
C 8.36475 -0.09985 -3.47401 -1.65
Br 8.11448 -1.84469 -2.67894 0.55
Br 8.93791 1.20718 -2.16801 0.56
Br 9.56077 -0.17032 -4.99256 0.55
H 7.39806 0.22132 -3.84435 -0.09
C -4.51143 -6.74770 4.96757 -1.60
Br -2.88982 -7.61856 5.56175 0.57
Br -4.52528 -4.86749 5.42807 0.55
Br -4.82793 -7.03018 3.08033 0.53
H -5.33353 -7.20943 5.49899 -0.03
C 8.01212 1.20467 12.81581 -1.63
Br 6.28793 0.48708 13.32029 0.55
Br 8.70305 2.42224 14.15100 0.57
Br 9.27137 -0.20278 12.40033 0.54
H 7.86522 1.77711 11.90900 -0.03
C -5.15765 1.03554 -8.59955 -1.60
Br -3.87677 1.24648 -7.16414 0.55
Br -6.98143 1.06379 -7.95203 0.54
Br -4.87793 2.33576 -10.00446 0.57
H -4.99016 0.05825 -9.03319 -0.03
C -8.81886 -5.70049 -5.46783 -1.59
Br -9.35544 -5.35671 -3.64150 0.60
Br -7.03636 -5.03301 -5.81790 0.59
Br -8.98599 -7.57260 -5.92192 0.57
H -9.49817 -5.15378 -6.10891 -0.03
C -2.79003 7.82603 4.27813 -1.59
Br -1.12487 7.49296 3.34985 0.55
Br -4.06094 6.40561 3.96528 0.53
Br -2.50549 8.13261 6.16725 0.54
H -3.20888 8.73571 3.86771 -0.03
C 12.33591 -3.37052 11.79960 -1.62
Br 10.75500 -3.23857 10.69289 0.54
Br 13.57109 -1.92239 11.45526 0.56
Br 11.88382 -3.49563 13.67595 0.56
H 12.83871 -4.29014 11.52992 -0.03
C 0.47665 7.56979 9.92933 -1.63
Br 0.70708 9.43643 10.38188 0.57
Br 0.97747 7.20620 8.09680 0.54
Br 1.40646 6.41154 11.16935 0.55
H -0.57935 7.34752 10.01949 -0.03
C 3.78451 10.74161 -12.17563 -1.62
Br 5.60463 11.35747 -11.94968 0.56
Br 3.69550 9.16678 -13.29674 0.54
Br 2.90464 10.46759 -10.47418 0.55
H 3.24426 11.52638 -12.68871 -0.03
```



[2]
Here is C21H34BeCaClF3N5O12S as an isolated structure at a distorted geometry from the Open Molecules 2025 dataset. Energies are from wB97M-V/def2-TZVPD.

Output
highest occupied orbital energy	-9.8	eV
2S+1	1
total charge	+1
orbital gap	0.056	Ha
LUMO energy	-0.3045	Ha
strongest force on any atom	0.144	Eh/bohr

```
79
Properties=species:S:1:pos:R:3:lowdin_charge:R:1
C -0.56352 2.44347 0.23902 -0.02
C -1.38753 3.06272 1.47998 -0.26
C -0.94065 2.21440 2.79659 -0.08
N -0.71563 1.62068 3.83549 0.18
C -0.86981 4.56249 1.73486 -0.41
O -0.48763 5.34296 0.78806 0.08
O -0.77512 5.07912 3.05001 0.02
C -2.98823 2.89919 1.38286 -0.29
N -3.62939 3.19226 2.72797 0.11
C -3.25332 1.30660 1.14814 -0.09
N -3.41484 0.15372 0.79221 0.15
C -3.68919 3.74322 0.20969 -0.25
O -3.17541 4.72008 -0.40204 0.15
N -5.09966 3.39099 -0.20631 0.15
C -6.07592 3.82006 0.80063 -0.36
O -6.04139 4.98165 1.26039 0.11
F -7.06579 2.83432 1.17657 0.03
H 0.33967 3.09422 -0.09089 0.12
H -0.08755 1.44977 0.60736 0.09
H -1.25938 2.23935 -0.65760 0.08
H -4.44385 2.54203 2.80307 0.10
H -4.03403 4.15424 2.69474 0.11
H -5.17890 2.38839 -0.44240 0.13
O 1.74005 0.43790 -0.95000 -0.25
S 3.01046 0.18188 -1.57317 0.60
O 4.16661 0.97640 -1.29303 -0.19
O 2.80078 0.09967 -3.19100 -0.34
C 2.17985 1.20765 -3.85743 -0.23
C 3.13965 2.37142 -4.01298 -0.04
C 3.43423 -1.52040 -1.32987 -0.28
H 1.26802 1.51132 -3.33471 0.11
H 1.88112 0.85578 -4.84868 0.13
H 3.39214 2.80533 -3.04276 0.08
H 2.69640 3.15707 -4.62813 0.09
H 4.07507 2.04239 -4.47273 0.10
H 2.57070 -2.13361 -1.58686 -0.18
H 3.69585 -1.65559 -0.27596 0.12
H 4.29828 -1.76617 -1.96262 0.02
F 0.14539 -1.69782 4.96976 0.02
C 0.35714 -1.23183 6.21588 -0.29
C 0.78524 -2.09799 7.20966 -0.03
C 1.00587 -1.60710 8.49340 -0.08
C 0.78485 -0.25832 8.76821 -0.09
C 0.34979 0.59973 7.76049 -0.07
C 0.14048 0.10968 6.47547 -0.02
H 0.94339 -3.14544 6.97802 0.11
H 1.34840 -2.27338 9.27827 0.11
H 0.95279 0.12336 9.77062 0.10
H 0.17426 1.64860 7.97619 0.11
H -0.18911 0.75922 5.67178 0.05
O 4.88770 -3.10726 -3.20013 -0.14
H 4.37436 -3.63933 -3.83307 -0.03
H 5.79185 -3.13919 -3.54981 0.10
Ca 2.02166 -3.84411 -1.42307 1.35
C -2.46473 -3.52789 2.55972 -0.20
O -1.44001 -2.57839 2.44523 -0.08
H -3.00546 -3.58350 1.61145 0.12
H -2.01846 -4.54500 2.79339 -0.16
H -3.15298 -3.23331 3.35423 0.12
H -0.97686 -2.55116 3.29998 0.04
C -1.53695 -0.77712 -3.50736 -0.09
C -2.26305 0.33656 -2.77873 -0.31
O -1.57257 1.56845 -2.95241 -0.10
H -0.51340 -0.87661 -3.13349 0.05
H -2.05483 -1.73081 -3.37720 0.07
H -1.46565 -0.55831 -4.57710 0.08
H -2.31258 0.12440 -1.70819 0.08
H -3.28415 0.45009 -3.15564 0.12
H -1.54096 1.75463 -3.90144 0.09
Cl -0.98213 -5.01188 3.85518 0.40
Be 3.23772 -1.78250 -3.57932 0.52
C 2.48991 -4.02651 -7.60453 0.06
N 2.78061 -4.51808 -6.23246 -0.42
O 2.04707 -5.38679 -5.78013 0.07
O 3.74082 -4.01143 -5.65468 -0.02
H 1.62175 -4.55786 -7.99117 0.10
H 2.28894 -2.95746 -7.53487 0.10
H 3.36875 -4.22501 -8.21787 0.11
F 5.62306 -0.80027 -3.16270 -0.56
```



[3]
Here is one molecule with the formula C3H9N3O at a distorted geometry from the Open Molecules 2025 dataset. Energies are from wB97M-V/def2-TZVPD.

Output
highest occupied orbital energy	-8.1	eV
2S+1	1
total charge	0
orbital gap	0.327	Ha
LUMO energy	0.0306	Ha
SMILES	CN1ON(C)C1N
energy relative to the best compared isomer or geometry (same formula, charge and spin)	5.407	eV
strongest force on any atom	0.060	Eh/bohr

```
16
Properties=species:S:1:pos:R:3:lowdin_charge:R:1
C 0.38760 1.99641 -0.85306 -0.09
N 1.04873 0.78933 -0.41894 -0.19
O 0.88782 -0.27737 -1.32948 -0.07
N 0.71749 -1.25642 -0.05352 -0.02
C -0.41682 -2.11434 -0.24635 -0.10
C 0.52689 -0.01208 0.70857 -0.39
N -0.80005 0.35937 1.12252 0.08
H -0.69931 1.88868 -0.93933 0.07
H 0.62905 2.78294 -0.13927 0.08
H 0.79607 2.24667 -1.83115 0.08
H -1.28850 -1.56524 -0.62923 0.09
H -0.70369 -2.54745 0.71530 0.09
H -0.13049 -2.89158 -0.95355 0.09
H 1.24521 0.02714 1.54477 0.14
H -1.42436 -0.39749 1.37222 0.07
H -0.77563 0.97143 1.93050 0.08
```



[4]
Here is one molecule with the formula C19H27ClN6O2 from the Open Molecules 2025 dataset. Energies are from wB97M-V/def2-TZVPD.

Output
highest occupied orbital energy	-9.2	eV
2S+1	1
total charge	0
orbital gap	0.332	Ha
LUMO energy	-0.0044	Ha
SMILES	Cc1ccn([C@H](C)C(=O)N[C@H](CNC(=O)c2nc(C)ncc2Cl)CC(C)C)n1
energy relative to the best compared isomer or geometry (same formula, charge and spin)	0.410	eV
strongest force on any atom	0.008	Eh/bohr

```
55
Properties=species:S:1:pos:R:3:lowdin_charge:R:1
C 0.53697 3.83106 -0.63801 -0.04
C -0.23300 3.24905 0.50177 -0.35
C -1.42783 3.71050 1.08181 -0.02
C -1.69987 2.81472 2.08990 -0.05
N -0.70749 1.90301 2.08355 -0.13
C -0.59946 0.71500 2.92130 -0.22
C 0.78851 0.59548 3.53446 -0.02
C -0.96828 -0.59261 2.20955 -0.44
O -1.19515 -1.58459 2.88111 0.07
N -1.04424 -0.56364 0.86177 0.13
C -1.13012 -1.79094 0.08558 -0.27
C -0.26657 -1.69505 -1.20009 -0.11
N 0.83277 -0.74756 -1.17176 0.07
C 1.94033 -0.95044 -0.42844 -0.44
O 2.11724 -1.94398 0.25266 0.06
C 2.98484 0.14262 -0.57846 -0.17
N 2.79240 0.99565 -1.59347 0.17
C 3.68204 1.96669 -1.79450 -0.38
C 3.45687 2.87469 -2.96720 -0.02
N 4.75972 2.17866 -1.03654 0.13
C 4.95009 1.33788 -0.02454 -0.13
C 4.09439 0.28007 0.25085 -0.57
Cl 4.48666 -0.75140 1.57312 0.74
C -2.60013 -2.12852 -0.18706 -0.14
C -2.90791 -3.54883 -0.68040 -0.42
C -2.60806 -3.77356 -2.16323 -0.08
C -4.37358 -3.87805 -0.40235 -0.09
N 0.19489 2.15049 1.11567 0.12
H 0.60127 3.12420 -1.46705 0.06
H 0.06428 4.74062 -1.00513 0.08
H 1.55497 4.07814 -0.33393 0.08
H -1.99922 4.57917 0.80217 0.10
H -2.50513 2.75126 2.80342 0.12
H -1.33642 0.82818 3.71700 0.15
H 0.83920 -0.29155 4.16340 0.09
H 1.54426 0.50785 2.75845 0.06
H 1.01394 1.47421 4.13956 0.09
H -0.68795 0.26412 0.40755 0.11
H -0.71131 -2.58356 0.71022 0.14
H 0.14386 -2.68486 -1.40778 0.12
H -0.89512 -1.42098 -2.04798 0.12
H 0.82037 0.07284 -1.75427 0.12
H 4.17340 3.69190 -2.96090 0.08
H 3.56771 2.31318 -3.89589 0.08
H 2.44596 3.28147 -2.94733 0.06
H 5.82410 1.50194 0.59605 0.11
H -3.11639 -1.98918 0.76613 0.11
H -3.02782 -1.38791 -0.87531 0.13
H -2.29512 -4.24561 -0.09659 0.14
H -3.11781 -3.02810 -2.77993 0.08
H -1.54456 -3.73067 -2.39058 0.06
H -2.95921 -4.75742 -2.48004 0.08
H -5.03615 -3.20136 -0.94896 0.08
H -4.61262 -4.89783 -0.70934 0.08
H -4.60454 -3.78643 0.66001 0.08
```



Q: 2S+1 of number 4 (C19H27ClN6O2)?
A: 1